(1)
C25H29N4O3 | ωB97M-V with the def2-TZVPD basis set

Each line ends with the Löwdin charge.
Geometry (Å):
C  -9.36  4.69  1.67  0.061
N  -8.60  3.39  1.31  -0.059
C  -9.24  2.21  1.03  0.032
C  -8.49  1.09  0.69  0.065
C  -7.05  1.13  0.65  -0.094
C  -6.48  2.37  0.97  0.039
C  -7.22  3.50  1.28  0.049
C  -6.15  0.01  0.24  -0.124
C  -6.58  -0.88  -0.74  0.042
C  -5.82  -2.03  -1.04  0.031
N  -4.56  -2.19  -0.58  -0.070
C  -4.04  -1.24  0.32  0.098
C  -4.80  -0.12  0.71  0.077
C  -3.75  -3.25  -1.14  0.033
H  -9.23  4.83  2.74  0.110
H  -10.40  4.65  1.34  0.107
H  -8.84  5.57  1.29  0.102
H  -10.32  2.26  1.04  0.149
H  -8.98  0.19  0.33  0.125
H  -5.40  2.38  1.00  0.124
H  -6.87  4.51  1.43  0.149
H  -7.49  -0.53  -1.19  0.126
H  -6.30  -2.83  -1.58  0.154
H  -3.03  -1.46  0.63  0.124
H  -4.45  0.64  1.39  0.125
H  -4.01  -3.13  -2.20  0.112
H  -4.12  -4.21  -0.77  0.122
H  -2.68  -3.07  -1.11  0.113
C  10.93  -1.39  -2.69  0.008
N  9.66  -1.07  -1.99  -0.153
C  9.72  -1.08  -0.59  -0.010
C  8.51  -1.01  0.05  -0.004
C  7.26  -0.76  -0.61  -0.184
C  7.36  -0.75  -1.99  -0.026
C  8.53  -0.78  -2.67  -0.041
C  5.98  -0.61  0.07  -0.148
C  5.05  0.37  -0.42  0.017
C  3.90  0.67  0.27  -0.002
N  3.61  -0.03  1.44  -0.086
C  4.40  -1.01  1.90  -0.022
C  5.56  -1.41  1.19  0.029
C  2.38  0.39  2.20  0.010
H  11.78  -1.58  -2.03  0.098
H  11.03  -0.53  -3.35  0.097
H  10.63  -2.25  -3.28  0.100
H  10.64  -1.45  -0.17  0.125
H  8.48  -0.92  1.13  0.116
H  6.54  -0.51  -2.66  0.118
H  8.85  -0.71  -3.70  0.135
H  5.28  0.85  -1.36  0.112
H  3.11  1.32  -0.08  0.127
H  4.22  -1.53  2.83  0.136
H  6.25  -2.18  1.52  0.112
H  1.67  -0.42  2.36  0.091
H  1.97  1.31  1.78  0.089
H  2.67  0.80  3.17  0.090
O  -0.97  -0.89  -1.08  0.059
C  -0.39  -0.35  -0.03  -0.990
O  -0.57  -0.79  1.10  -0.033
O  0.50  0.38  -0.33  0.006
H  -0.30  -0.59  -1.69  0.101

The expectation value of S² is 0.7700. Its total charge is +2. For the HOMO-LUMO gap (spin up / spin down), the calculation gives 0.063 / 0.142 Eh. Its multiplicity is 2. As for the LUMO energy (spin up / spin down): -0.2690 / -0.2690 Ha.


(2)
CH4N | ωB97M-V with the def2-TZVPD basis set

Each line ends with the Löwdin charge.
Geometry (Å):
C  -0.13  -0.60  0.22  0.535
N  0.15  0.61  -0.22  0.564
H  0.50  -1.50  0.14  0.213
H  -1.12  -0.76  0.59  0.186
H  -0.48  1.40  -0.09  0.240
H  1.08  0.85  -0.64  0.263

The expectation value of S² is 0.7532. Its total charge is +2. For the HOMO-LUMO gap (spin up / spin down), the calculation gives 0.511 / 0.318 Eh. Its multiplicity is 2. As for the LUMO energy (spin up / spin down): -0.5896 / -0.7781 Ha. The value obtained for the relative energy (zero: lowest compared OMol25 entry of this formula, charge and spin) is 10.4 kcal/mol.